# 1
Here is C6H9Li2O2 as an isolated structure in a non-equilibrium geometry from the OMol25 dataset. Energies are from ωB97M-V/def2-TZVPD.

The spin multiplicity is 2. Its expectation value of S² is 0.754. Its total charge is 0. The HOMO-LUMO gap (alpha / beta) is 3.743 / 7.106 eV.

Structure (XYZ):
```
19
Properties=species:S:1:pos:R:3:forces:R:3
C -0.3485 0.4768 0.1183 -0.6 -3.2 -1.1
H -0.2188 0.2284 1.1894 0.6 0.3 -0.4
H 0.5466 0.7601 -0.4667 0.1 0.1 0.7
C -0.6667 -1.0249 -0.5549 -0.5 1.5 0.2
C 0.3875 -2.0236 -0.2025 -0.3 0.4 0.0
C 1.6095 -2.0577 -0.8322 0.5 2.1 1.3
O 2.7136 -2.3063 -0.1816 -0.5 -1.5 -0.7
Li 1.5581 -3.6795 0.3761 0.4 0.1 0.0
H -0.6957 -0.8807 -1.6464 -0.4 -0.1 0.3
H -1.6356 -1.3615 -0.1508 0.1 0.3 -0.5
H 0.2892 -2.2847 0.8653 0.6 0.0 0.0
H 1.6734 -1.6243 -1.8515 0.0 -0.5 0.2
H -1.3551 3.6605 0.6508 0.1 -0.3 0.2
O 0.4550 2.9731 1.2406 0.7 -1.7 -0.5
C -0.7581 2.7326 0.7660 -1.8 2.8 0.4
C -1.3811 1.5872 0.0259 1.5 -0.8 0.0
H -2.3214 1.2706 0.5033 0.1 0.1 -0.3
H -1.5513 1.8243 -1.0449 -0.2 -0.1 0.3
Li 1.6994 1.7295 1.1957 -0.5 0.3 0.0
```
Positions in Å, forces in eV/Å.



# 2
Here is a 2-piece molecular cluster, C6H9N overall from the OMol25 dataset. Energies are from ωB97M-V/def2-TZVPD.

The value obtained for the energy above the lowest of the compared OMol25 structures with the same formula, charge and spin is 83.8 kcal per mole. Its total charge is 0. The HOMO-LUMO gap is 8.243 eV.

Structure (XYZ):
```
16
Properties=species:S:1:pos:R:3:forces:R:3
C -0.9651 2.4119 0.0201 -0.1 -0.1 0.0
C -0.2456 1.3198 0.2645 -0.1 0.0 -0.1
C 0.6302 0.5578 -0.6161 0.0 -0.1 0.1
C 0.8810 -0.6213 -0.0188 0.0 0.0 -0.1
C 1.5434 -1.8175 -0.6109 0.1 0.0 0.0
C 0.2638 -0.6764 1.3577 -0.1 0.5 -0.3
N -0.3436 0.5080 1.4251 0.0 -0.1 0.2
H -1.7155 2.7598 0.7230 0.2 0.1 0.0
H -0.8776 2.9242 -0.9325 0.0 0.0 0.2
H -2.3464 -1.2033 -0.2546 0.0 0.0 0.0
H 0.9148 0.8951 -1.6050 0.0 -0.1 0.1
H 0.7834 -2.5958 -0.7571 0.2 0.1 0.0
H 2.2957 -2.2220 0.0722 -0.1 0.0 -0.1
H 2.0030 -1.5967 -1.5798 -0.1 0.0 0.2
H -1.9118 -1.4402 0.3017 -0.1 0.0 -0.1
H -0.9097 0.7965 2.2105 0.1 -0.1 0.0
```
Positions in Å, forces in eV/Å.



# 3
Here is C6H9N as an isolated structure in a non-equilibrium geometry from the OMol25 dataset. Energies are from ωB97M-V/def2-TZVPD.

The value obtained for the energy above the lowest of the compared OMol25 structures with the same formula, charge and spin is 98.8 kcal per mole. Its total charge is 0. The HOMO-LUMO gap is 9.176 eV.

Structure (XYZ):
```
16
Properties=species:S:1:pos:R:3:forces:R:3
C 1.9642 0.3960 0.0390 0.5 -0.5 0.4
N 0.8225 -0.2580 -0.5276 0.2 -0.4 -0.2
C 0.1540 -1.0097 0.4704 0.5 -0.3 0.2
C -1.1593 -0.2450 0.8498 0.0 0.0 0.3
C -1.1800 1.0129 -0.0198 0.1 0.1 0.1
C -0.4839 0.1387 -1.0843 0.0 0.2 -0.3
C -1.0844 -1.1359 -0.3715 0.0 -0.3 0.0
H 2.5231 0.9297 -0.7479 0.3 -0.5 0.6
H 2.4297 -0.5370 0.5597 0.4 1.8 -1.3
H 1.8245 1.0540 0.9090 -0.5 0.4 -0.2
H 0.9599 -1.5131 1.0803 -2.0 -0.4 -0.1
H -1.7471 -0.4288 1.7454 0.3 0.0 -0.1
H -0.6355 1.9129 0.2935 -0.1 -0.1 0.1
H -2.2028 1.2766 -0.3146 0.2 -0.1 0.1
H -0.5060 0.3754 -2.1516 0.0 0.0 0.3
H -1.6788 -1.9687 -0.7299 0.1 0.2 0.1
```
Positions in Å, forces in eV/Å.



# 4
Here is a 3-piece molecular cluster, C6H9N overall from the OMol25 dataset. Energies are from ωB97M-V/def2-TZVPD.

The value obtained for the energy above the lowest of the compared OMol25 structures with the same formula, charge and spin is 158.4 kcal per mole. Its total charge is 0. The HOMO-LUMO gap is 9.989 eV.

Structure (XYZ):
```
16
Properties=species:S:1:pos:R:3:forces:R:3
C 2.8129 0.4458 0.0127 0.0 0.1 -0.1
C 1.7462 0.7587 -0.7891 -0.3 -0.3 0.1
C 0.5816 0.3758 -1.0161 0.5 0.0 0.3
C -0.1362 -0.7158 -0.5210 0.0 0.1 -0.1
N -1.2342 -0.6200 0.3591 0.2 -0.1 0.0
C -2.5053 -0.1635 -0.1829 -0.2 0.0 -0.2
C -1.7117 0.6865 0.7447 0.0 0.2 0.1
H 3.6729 -0.0788 -0.4032 -0.2 0.1 0.0
H 1.9495 -0.7719 0.5821 -0.2 -0.1 0.0
H 3.0324 1.0514 0.8916 0.0 0.0 -0.1
H -0.1940 -1.6181 -1.1323 0.0 0.1 0.1
H 1.1029 -1.1301 0.4227 0.1 0.0 0.1
H -3.3878 -0.6958 0.1639 0.2 0.1 0.0
H -2.5190 0.1389 -1.2299 0.0 -0.1 0.2
H -1.2020 1.5465 0.3121 -0.1 -0.1 0.1
H -2.0082 0.7902 1.7856 0.0 0.0 -0.2
```
Positions in Å, forces in eV/Å.



# 5
Here is C6H9N as an isolated structure from the OMol25 dataset. Energies are from ωB97M-V/def2-TZVPD.

The value obtained for the energy above the lowest of the compared OMol25 structures with the same formula, charge and spin is 69.6 kcal per mole. Its total charge is 0. The HOMO-LUMO gap is 10.191 eV.

Structure (XYZ):
```
16
Properties=species:S:1:pos:R:3:forces:R:3
C 2.1298 0.4707 -0.2249 -0.1 0.2 -0.2
C 0.8123 0.5527 -0.1836 0.5 0.0 0.0
C -0.2211 0.5097 0.9143 0.2 0.1 0.1
C -1.1055 1.1482 -0.1774 -0.3 0.1 0.1
N -0.2875 0.3484 -1.1618 0.1 0.1 -0.2
C -0.7582 -1.0180 -0.7644 0.0 -0.2 -0.1
C -0.3510 -1.0381 0.7300 -0.1 -0.1 0.1
H 2.6675 0.1377 -1.1038 0.0 0.4 -0.1
H 0.6818 -1.3996 0.7543 -0.4 -0.4 0.4
H 2.6947 0.6776 0.6814 -0.1 -0.2 -0.1
H -0.1119 0.9064 1.9262 0.2 -0.1 -0.2
H -2.1857 0.9720 -0.2204 0.2 -0.1 0.0
H -0.8957 2.2132 -0.3130 0.0 -0.2 0.1
H -0.2922 -1.7973 -1.3706 0.1 0.1 0.1
H -1.8428 -1.0634 -0.9278 0.3 0.0 0.1
H -0.9345 -1.6202 1.4416 -0.4 0.2 -0.2
```
Positions in Å, forces in eV/Å.



# 6
Here is one molecule with the formula C6H9N from the OMol25 dataset. Energies are from ωB97M-V/def2-TZVPD.

The value obtained for the energy above the lowest of the compared OMol25 structures with the same formula, charge and spin is 73.8 kcal per mole. As for the SMILES: CC#CC[C@H]1CN1. Its total charge is 0. The HOMO-LUMO gap is 10.321 eV.

Structure (XYZ):
```
16
Properties=species:S:1:pos:R:3:forces:R:3
C -2.0152 -2.3089 -0.0943 -0.1 -0.2 0.0
C -1.0735 -1.2595 -0.4451 0.2 0.0 -0.6
C -0.3065 -0.5071 -0.9864 -0.3 -0.3 0.2
C 0.6176 0.5852 -1.2660 0.0 0.0 0.1
C 0.4775 1.4421 -0.0021 -0.2 0.0 -0.2
C 0.7286 0.8936 1.3443 0.1 -0.1 0.1
N 1.5836 1.9550 0.7791 0.1 0.2 -0.1
H -1.8281 -2.7562 0.8863 0.0 0.1 -0.1
H -1.8988 -3.0774 -0.8609 -0.3 -0.2 0.2
H -3.0414 -1.9322 -0.1224 0.1 -0.1 0.0
H 0.3020 1.1292 -2.1670 0.1 0.0 0.3
H 1.6240 0.1972 -1.4697 -0.1 0.2 0.4
H -0.4123 2.0702 -0.0507 0.1 0.0 0.0
H 1.2468 -0.0575 1.4586 -0.1 0.2 -0.2
H -0.0285 1.0564 2.1170 0.4 0.3 -0.2
H 1.3847 2.8995 1.1017 0.0 -0.3 0.2
```
Positions in Å, forces in eV/Å.



# 7
Here is one molecule with the formula C6H9N from the OMol25 dataset. Energies are from ωB97M-V/def2-TZVPD.

The value obtained for the energy above the lowest of the compared OMol25 structures with the same formula, charge and spin is 71.5 kcal per mole. As for the SMILES: C1[C@H]2N1CC21CC1. Its total charge is 0. The HOMO-LUMO gap is 10.021 eV.

Structure (XYZ):
```
16
Properties=species:S:1:pos:R:3:forces:R:3
C 1.4905 1.3277 0.0355 0.1 0.2 0.2
C 0.4541 0.8138 -0.8754 -0.3 0.2 -0.2
N 1.7419 0.0748 -0.6816 0.2 -0.1 -0.1
C 0.9837 -0.9982 0.0321 0.0 -0.2 0.2
C -0.3314 -0.2387 -0.1251 0.0 0.0 0.1
C -1.3795 -0.0149 0.9173 0.0 0.1 0.2
C -1.6988 -0.7925 -0.3344 -0.1 -0.1 -0.2
H 1.2876 1.2990 1.1071 0.1 0.0 -0.2
H 2.1303 2.1418 -0.2926 -0.1 -0.1 0.0
H 0.2046 1.2682 -1.8319 0.0 -0.1 0.2
H 1.3318 -1.1978 1.0533 0.0 0.1 -0.1
H 1.0280 -1.9190 -0.5578 0.0 0.1 0.1
H -1.7948 0.9848 1.0180 0.1 -0.2 0.0
H -1.2732 -0.5588 1.8526 -0.1 0.1 -0.2
H -1.8260 -1.8690 -0.2499 0.0 0.2 0.0
H -2.3486 -0.3213 -1.0670 0.1 0.0 0.1
```
Positions in Å, forces in eV/Å.



# 8
Here is C6H9N as an isolated structure in a non-equilibrium geometry from the OMol25 dataset. Energies are from ωB97M-V/def2-TZVPD.

The value obtained for the energy above the lowest of the compared OMol25 structures with the same formula, charge and spin is 94.1 kcal per mole. Its total charge is 0. The HOMO-LUMO gap is 9.647 eV.

Structure (XYZ):
```
16
Properties=species:S:1:pos:R:3:forces:R:3
C 0.8829 -0.9779 0.0457 -1.3 0.2 1.7
C -1.1834 -0.4612 0.2101 6.4 0.2 0.5
C 2.0311 -1.6632 0.0504 -0.5 0.9 -0.6
C 0.4609 0.4731 0.4205 -1.0 -0.4 -2.7
C -2.5776 -0.2620 0.0375 -0.6 4.9 0.9
C 0.8819 1.7318 -0.4230 -3.7 -2.3 1.4
N -0.4494 -1.4953 0.0576 -0.5 -1.5 -0.9
H 2.1700 -2.7167 -0.0947 -0.6 -0.4 0.0
H 2.9562 -1.1279 0.0635 0.4 0.5 0.2
H 0.8030 0.7540 1.3837 -0.4 -0.3 1.5
H -3.2222 -0.9535 -0.3436 -0.9 -2.6 -1.3
H -2.5435 0.6211 -0.7200 -0.8 -1.0 1.4
H -3.0717 0.0350 1.0064 0.6 0.4 -0.9
H 0.3588 2.4951 0.1190 -0.3 1.0 -0.4
H 0.6330 1.6445 -1.4433 -0.7 0.1 -1.2
H 1.8700 1.9032 -0.3700 3.7 0.5 0.5
```
Positions in Å, forces in eV/Å.



Number 1: molar mass 127.02 g/mol. Number 2: molar mass 95.14 g/mol. Number 3: molar mass 95.14 g/mol. Number 4: molar mass 95.14 g/mol. Number 5: molar mass 95.14 g/mol. Number 6: molar mass 95.14 g/mol. Number 7: molar mass 95.14 g/mol. Number 8: molar mass 95.14 g/mol.